# 1
DFT (ωB97M-V/def2-TZVPD) results for a 2-piece molecular cluster, C23H24N2O6 overall in a non-equilibrium geometry.

```
55
C23H24N2O6 | the OMol25 dataset | ωB97M-V/def2-TZVPD
O 4.906 0.571 2.072
C 3.760 1.015 2.050
C 3.053 1.407 3.280
C 3.642 1.289 4.630
C 3.477 2.321 5.571
C 4.024 2.211 6.854
C 4.746 1.078 7.216
O 5.280 0.985 8.469
C 4.922 0.047 6.293
C 4.374 0.151 5.009
C 1.773 1.912 3.141
O 1.124 2.081 1.937
C 1.782 1.741 0.778
C 1.121 1.946 -0.435
C 1.740 1.651 -1.646
O 1.095 1.891 -2.821
C 3.029 1.124 -1.656
C 3.702 0.900 -0.452
C 3.083 1.213 0.770
H 2.938 3.225 5.308
H 3.897 3.011 7.577
H 5.781 0.159 8.551
H 5.485 -0.841 6.559
H 4.518 -0.663 4.304
H 1.225 2.184 4.038
H 0.114 2.350 -0.434
H 1.704 1.735 -3.559
H 3.523 0.884 -2.591
H 4.710 0.490 -0.462
C -5.712 -3.771 -5.028
N -4.968 -2.568 -4.656
C -4.191 -2.476 -3.570
O -4.046 -3.416 -2.800
C -3.483 -1.126 -3.358
C -2.285 -1.001 -4.305
C -1.360 -0.031 -3.579
C -1.561 -0.426 -2.119
N -2.949 -0.858 -2.015
C -3.646 -0.760 -0.864
C -5.142 -1.028 -0.860
O -3.124 -0.420 0.193
H -6.083 -3.686 -6.050
H -5.061 -4.645 -4.955
H -6.551 -3.909 -4.345
H -5.042 -1.763 -5.256
H -4.187 -0.329 -3.597
H -2.580 -0.620 -5.284
H -1.786 -1.968 -4.406
H -1.696 0.995 -3.736
H -0.324 -0.156 -3.895
H -1.354 0.428 -1.471
H -0.903 -1.257 -1.861
H -5.552 -0.705 0.096
H -5.317 -2.096 -0.972
H -5.626 -0.476 -1.661
```

Output
E_HOMO = -8.120 eV
Net charge = 0
Energy = -39506.2464 eV
Relative energy (zero: lowest compared OMol25 entry of this formula, charge and spin) = 191.48 kJ/mol
SMILES = O=c1c(-c2ccc(O)cc2)coc2cc(O)ccc12.CNC(=O)[C@@H]1CCCN1C(C)=O
HOMO-LUMO gap = 8.40 eV

---

# 2
DFT (ωB97M-V/def2-TZVPD) results for an isolated molecule of C4H6N2.

```
12
C4H6N2 | the OMol25 dataset | ωB97M-V/def2-TZVPD
N 0.292 0.350 -1.734
C 1.276 -0.112 -1.202
C 1.144 -0.813 0.153
N -0.188 -0.570 0.685
C -1.181 -0.048 -0.119
C -0.642 0.792 0.966
H 1.285 -1.882 -0.039
H 1.910 -0.482 0.858
H -2.162 -0.505 -0.225
H -0.618 0.727 -1.949
H 0.007 1.621 0.670
H -1.123 0.921 1.936
```

Output
E_HOMO (spin up / spin down) = -7.606 / -7.605 eV
Net charge = 0
Energy = -7219.8090 eV
Relative energy (zero: lowest compared OMol25 entry of this formula, charge and spin) = 557.87 kJ/mol
HOMO-LUMO gap (spin up / spin down) = 8.35 / 8.35 eV

---

# 3
DFT (ωB97M-V/def2-TZVPD) results for C4H10O as an isolated structure.

```
15
C4H10O | the OMol25 dataset | ωB97M-V/def2-TZVPD
C -1.365 1.306 -0.370
O -0.739 0.825 0.760
C -0.262 -0.374 0.688
C 0.707 -0.094 -1.527
C 0.734 -0.769 1.719
H -0.230 0.844 -1.163
H -1.776 2.290 -0.140
H -2.118 0.615 -0.765
H -0.869 -1.125 0.186
H 1.719 -0.098 -1.106
H 0.804 0.330 -2.537
H 0.408 -1.137 -1.684
H 1.539 -1.350 1.255
H 0.286 -1.390 2.505
H 1.162 0.126 2.177
```

Output
E_HOMO (spin up / spin down) = -7.601 / -7.602 eV
Net charge = 0
Energy = -6353.0668 eV
Relative energy (zero: lowest compared OMol25 entry of this formula, charge and spin) = 456.97 kJ/mol
HOMO-LUMO gap (spin up / spin down) = 8.40 / 8.41 eV

---

# 4
DFT (ωB97M-V/def2-TZVPD) results for C35H43ClMgP2Si2 as an isolated structure in a non-equilibrium geometry.

```
84
C35H43ClMgP2Si2 | the OMol25 dataset | ωB97M-V/def2-TZVPD
C -0.282 1.312 0.662
C 1.129 1.433 0.498
C 1.376 1.952 -0.804
H 1.873 1.249 1.271
C 0.123 2.136 -1.452
C -0.905 1.733 -0.553
H -1.978 1.807 -0.717
H -0.799 1.052 1.582
H 2.348 2.257 -1.191
H -0.031 2.592 -2.432
Mg 0.350 -0.058 -1.054
Si 2.528 -1.949 -2.950
C 3.771 -2.209 -1.559
C 4.352 -3.461 -1.334
H 4.035 -4.330 -1.916
C 5.395 -3.573 -0.414
H 5.897 -4.531 -0.290
C 5.795 -2.464 0.334
H 6.601 -2.564 1.060
C 5.165 -1.234 0.155
H 5.464 -0.365 0.742
C 4.147 -1.101 -0.786
H 3.653 -0.131 -0.918
C 2.563 -0.079 -3.684
C 3.688 0.744 -3.503
H 4.579 0.379 -2.979
C 3.709 2.022 -4.072
H 4.620 2.620 -4.036
C 2.568 2.527 -4.696
H 2.590 3.514 -5.158
C 1.396 1.773 -4.726
H 0.497 2.188 -5.185
C 1.381 0.477 -4.205
H 0.450 -0.109 -4.236
H 1.573 -1.289 -1.924
Si 3.993 -2.098 -4.697
C 4.103 -1.135 -6.260
C 5.367 -0.745 -6.748
H 6.267 -1.255 -6.394
C 5.458 0.337 -7.632
H 6.442 0.687 -7.948
C 4.298 0.967 -8.095
H 4.368 1.832 -8.755
C 3.041 0.464 -7.733
H 2.134 0.927 -8.120
C 2.940 -0.620 -6.859
H 1.972 -1.033 -6.576
C 5.715 -2.641 -4.237
C 6.577 -1.707 -3.653
H 6.286 -0.657 -3.608
C 7.796 -2.127 -3.116
H 8.432 -1.400 -2.615
C 8.196 -3.464 -3.238
H 9.155 -3.784 -2.831
C 7.362 -4.384 -3.884
H 7.682 -5.423 -3.997
C 6.117 -3.981 -4.385
H 5.441 -4.687 -4.879
H 3.163 -3.349 -4.838
Cl 1.186 -3.593 -3.074
C -2.193 -1.877 -3.340
P -1.673 -1.668 -1.606
C -3.237 -1.084 -0.843
C -1.529 -3.395 -0.932
C -0.371 -3.563 0.074
P 0.171 -1.971 0.828
C 1.703 -2.393 1.712
C -1.037 -1.809 2.192
H -2.348 -0.875 -3.769
H -3.139 -2.436 -3.382
H -1.421 -2.402 -3.918
H -3.106 -0.860 0.224
H -3.546 -0.165 -1.362
H -4.009 -1.855 -0.971
H -2.496 -3.660 -0.482
H -1.371 -4.061 -1.790
H -0.657 -4.235 0.895
H 0.508 -3.994 -0.425
H 2.035 -1.508 2.272
H 1.513 -3.217 2.414
H 2.495 -2.677 1.009
H -0.869 -0.852 2.705
H -0.876 -2.630 2.903
H -2.071 -1.835 1.832
```

Output
E_HOMO = -6.087 eV
Net charge = 0
Energy = -89293.1542 eV
Relative energy (zero: lowest compared OMol25 entry of this formula, charge and spin) = 0.00 kJ/mol
HOMO-LUMO gap = 6.39 eV

---

# 5
DFT (ωB97M-V/def2-TZVPD) results for a 2-piece molecular cluster, C4H7NO overall.

```
13
C4H7NO | the OMol25 dataset | ωB97M-V/def2-TZVPD
O -1.199 -2.654 -0.603
C 0.547 -0.577 -0.035
C 0.642 0.507 -1.094
C 0.744 1.151 0.226
N -0.606 1.381 0.735
C -0.178 0.031 1.001
H -1.750 -1.876 -0.741
H -0.304 -2.285 -0.506
H -0.263 0.823 -1.614
H 1.519 0.411 -1.729
H 1.625 1.528 0.728
H -0.592 1.905 1.609
H -0.185 -0.344 2.023
```

Output
E_HOMO = -8.593 eV
Net charge = 0
Energy = -7794.2573 eV
Relative energy (zero: lowest compared OMol25 entry of this formula, charge and spin) = 519.78 kJ/mol
HOMO-LUMO gap = 9.29 eV

---

# 6
DFT (ωB97M-V/def2-TZVPD) results for an isolated molecule of C23H17N5O2S3 in a non-equilibrium geometry.

```
50
C23H17N5O2S3 | the OMol25 dataset | ωB97M-V/def2-TZVPD
O 1.873 -4.165 2.404
C 2.052 -3.439 1.449
C 2.648 -2.019 1.626
S 1.387 -0.891 2.292
C 0.575 -0.453 0.843
N 0.981 -0.751 -0.353
N 0.189 -0.302 -1.305
C -0.832 0.350 -0.883
S -1.999 1.107 -1.929
C -1.054 2.666 -2.299
C -0.630 3.308 -1.022
C -1.545 4.079 -0.346
C -1.265 4.612 0.917
C -0.072 4.336 1.523
C 0.899 3.547 0.873
C 2.116 3.226 1.510
C 3.054 2.454 0.888
C 2.825 1.998 -0.417
C 1.657 2.292 -1.064
C 0.641 3.045 -0.434
S -0.912 0.466 0.881
N 2.043 -3.798 0.166
N 1.349 -3.773 -0.855
C 0.064 -3.372 -0.929
C -0.441 -3.120 -2.215
O 0.181 -3.286 -3.372
N -1.686 -2.630 -2.143
C -2.059 -2.535 -0.810
C -3.241 -2.069 -0.269
C -3.365 -2.094 1.110
C -2.347 -2.599 1.912
C -1.163 -3.068 1.372
C -0.997 -3.013 -0.008
H 3.429 -2.057 2.385
H 3.014 -1.602 0.692
H -1.777 3.274 -2.838
H -0.237 2.389 -2.959
H -2.512 4.262 -0.793
H -2.007 5.218 1.412
H 0.144 4.710 2.513
H 2.285 3.602 2.509
H 3.976 2.199 1.389
H 3.578 1.405 -0.915
H 1.515 1.921 -2.067
H 1.071 -3.624 -3.180
H -2.223 -2.294 -2.926
H -4.031 -1.691 -0.900
H -4.270 -1.725 1.568
H -2.480 -2.622 2.982
H -0.399 -3.474 2.015
```

Output
E_HOMO = -8.081 eV
Net charge = 0
Energy = -68176.7617 eV
SMILES = O=C(CSc1nnc(SCc2cccc3ccccc23)s1)/N=N\c1c(O)[nH]c2ccccc12
HOMO-LUMO gap = 8.27 eV